{"formula": "C35H95MnN8O9", "method": "wB97M-V/def2-TZVPD", "elements": ["N", "H", "C", "H", "H", "H", "C", "H", "H", "C", "C", "H", "H", "C", "O", "N", "C", "H", "H", "H", "H", "H", "H", "C", "H", "C", "H", "N", "H", "H", "C", "H", "C", "O", "H", "H", "Mn", "N", "H", "O", "H", "C", "H", "C", "H", "N", "H", "H", "H", "C", "H", "H", "H", "H", "H", "H", "O", "H", "H", "H", "H", "H", "O", "H", "H", "H", "H", "H", "H", "H", "C", "H", "C", "H", "H", "H", "H", "C", "O", "H", "H", "H", "N", "H", "C", "C", "C", "O", "C", "C", "H", "H", "H", "H", "H", "H", "H", "O", "H", "C", "H", "C", "C", "H", "H", "H", "H", "C", "C", "H", "C", "O", "H", "C", "H", "C", "H", "H", "H", "H", "H", "H", "H", "C", "H", "H", "H", "H", "N", "H", "H", "H", "H", "C", "C", "H", "H", "H", "C", "C", "H", "C", "H", "N", "H", "H", "H", "H"], "coordinates": [[2.4809, 5.1901, 0.9847], [1.5063, -3.0092, -1.9531], [-3.9403, 4.1237, -7.0886], [-4.3932, 2.9537, 3.6630], [-4.3347, 2.8772, -3.3072], [-4.6440, -5.0191, 4.2844], [-0.9100, 0.3409, -0.3050], [-4.1986, 4.7022, -5.0301], [3.3271, 5.7514, 0.8891], [3.8243, -2.3587, 1.9391], [-0.0698, 2.0021, 4.3692], [2.9532, -3.4604, -2.8525], [5.7728, -5.3892, 3.5334], [3.5616, 3.0238, 1.3919], [-1.9790, -0.0428, 0.4320], [1.6516, -4.7008, 0.0214], [3.4978, 4.1599, -4.4241], [5.2334, 6.0847, -5.1071], [5.6395, -3.5066, 1.4600], [4.5873, 4.6477, -2.5508], [3.1483, -2.7234, -1.3059], [2.0534, -5.4234, 0.6287], [-2.1497, -4.0630, -2.4853], [4.2834, 6.3490, -4.6208], [2.2669, 5.4904, -2.4898], [-2.8700, -3.2480, 3.1511], [-2.7548, 5.8523, -7.4435], [-3.9064, 0.5006, 2.8619], [5.3794, -3.0642, 3.1395], [4.5874, -6.5975, 2.8867], [-3.6253, -2.7794, -1.5654], [-4.6846, -5.0393, 2.5186], [-3.4316, 2.9422, 3.1372], [3.2636, 5.4568, -4.8806], [-4.0756, -1.7852, -1.6231], [3.6689, 3.8681, 3.8672], [-3.5114, -0.9652, 1.2649], [-5.3627, 3.6739, -7.2209], [-5.5164, 2.9743, -6.4906], [2.5259, 5.5970, 3.9525], [4.9228, 2.2836, -3.0748], [2.7398, 4.1671, 1.9881], [1.9764, -3.8246, 0.4359], [2.4314, -4.8023, -1.2457], [-2.0163, 1.3997, 2.4952], [2.6425, -2.5837, 2.8071], [2.6799, 4.5160, 5.6987], [4.3928, 2.5525, -1.4723], [-3.9630, 5.5668, -8.7059], [4.4203, -0.9971, 2.2406], [-2.0259, -2.3001, -2.8968], [-0.6128, -2.3414, 4.1597], [-0.4555, -2.7600, 2.3743], [5.3678, -0.7984, 1.7473], [-0.3845, -1.0923, 2.9922], [-6.9376, -4.8799, -1.2472], [-5.7200, -3.3855, -0.5488], [3.6793, -0.2244, 2.0125], [0.4627, 1.1064, 4.7133], [-3.2498, -3.3984, -3.6205], [5.8595, -5.7141, 1.8310], [-2.7698, 3.6064, 3.6870], [-3.6515, 2.7377, -5.2030], [1.7408, 3.7353, 2.1682], [-3.2528, 3.4620, -7.6392], [-5.4323, 3.0921, -8.0588], [4.2655, 5.2505, 2.9414], [-2.6447, 3.2010, -3.4555], [4.5224, -8.0895, -1.5611], [-2.3615, -3.9071, 3.8558], [4.8642, -3.4426, 2.2386], [4.5218, 3.4238, 1.0498], [2.5069, -3.4232, -1.8515], [2.2625, 4.8145, 0.0678], [-4.2564, -0.0108, 3.6777], [-0.9780, -0.1041, -1.3363], [4.4272, -8.4379, 0.1863], [-2.8570, 1.5269, 3.1765], [-1.3427, 2.1156, 5.0341], [-0.8593, 2.4217, 0.2581], [-4.5430, -2.6030, 4.3416], [1.8433, -5.3577, -1.9878], [-2.6972, -2.6642, -0.3174], [4.5277, -0.8589, 3.3268], [-3.5491, 4.0447, -5.6267], [-4.3484, -3.0710, 3.3739], [-2.6866, -3.1396, -2.7159], [-2.2738, -1.9561, 2.9872], [-7.0174, -3.8338, -0.9509], [-4.6961, -3.8413, -1.3777], [-2.2902, -3.6013, -0.3877], [-7.6909, -3.6910, -0.1136], [0.5348, -1.1319, 0.4242], [-3.1920, 1.5259, -3.6435], [-0.1371, 2.0777, -1.3529], [-1.9370, -2.0063, -0.5178], [3.2718, 1.9195, -2.7341], [3.5177, -6.7391, -0.4446], [2.4963, -3.5920, 2.8858], [-0.8411, -2.0702, 3.1259], [-4.7332, 1.0803, 2.6650], [-3.4405, 2.5588, -3.8609], [5.1647, -5.7125, 2.6777], [4.2511, -5.6837, -2.0055], [-7.3694, -3.2419, -1.7990], [3.7617, 2.2444, 2.1379], [-5.1960, -2.9542, 1.4759], [-2.3353, 1.2301, 4.5986], [3.3442, 4.7022, 3.2282], [5.5691, -7.2282, -0.3883], [4.0565, 2.6511, -2.5032], [4.2551, -4.6504, 2.4185], [1.9474, 6.1035, 5.7916], [2.7485, 5.5463, 5.3174], [3.0281, 2.5646, 0.5628], [-0.9538, 1.8434, -0.6719], [-6.0714, -4.5115, 3.3747], [3.0431, -2.3373, 3.7205], [4.5039, 6.4287, -3.5483], [-3.5664, 3.2800, 2.1107], [-5.9070, -2.0642, 2.5028], [-2.5219, 4.4053, -5.5236], [0.4254, 2.9430, 4.5874], [-3.7755, 5.5067, -7.6368], [-0.1727, 1.9091, 3.2786], [4.4018, 3.7850, -4.9283], [4.3795, -4.9128, -0.3682], [2.6155, 3.5694, -4.6518], [-4.9412, -2.2908, 2.2330], [-1.9052, 2.0690, -1.1558], [3.5351, -2.3825, 0.8836], [-4.4688, 6.1924, -7.1457], [-5.1155, -3.8880, -2.3914], [4.5760, -7.6592, -0.5551], [-4.9800, -4.4626, 3.4056], [3.7400, 5.9387, 5.5602], [-1.9260, 0.2054, 4.6679], [1.8019, 3.9917, -2.4955], [3.7356, 4.0684, -2.9241], [3.7374, -5.4932, -1.0525], [0.5109, 0.3728, 1.2550], [0.4590, -0.0607, 0.2326], [1.3078, 0.4054, -0.2600], [2.5694, 4.5792, -2.1279], [-4.2315, -4.7815, -1.0676], [-2.7457, -3.7554, 2.1759], [-3.1655, 1.2992, 5.3134], [3.9917, 7.3377, -4.9612]], "lowdin_spin": [0.00, 0.00, 0.00, 0.00, 0.00, 0.00, 0.01, 0.00, 0.00, 0.00, 0.00, 0.00, 0.00, 0.00, 0.09, 0.00, 0.00, 0.00, 0.00, 0.00, 0.00, 0.00, 0.00, 0.00, 0.00, 0.00, 0.00, 0.04, 0.00, 0.00, 0.00, 0.00, 0.00, 0.00, 0.00, 0.00, 4.69, 0.00, 0.00, 0.00, 0.00, 0.00, 0.00, 0.00, 0.00, 0.00, 0.00, 0.00, 0.00, 0.00, 0.00, 0.00, 0.00, 0.00, 0.00, 0.00, 0.00, 0.00, 0.00, 0.00, 0.00, 0.00, 0.00, 0.00, 0.00, 0.00, 0.00, 0.00, 0.00, 0.00, 0.00, 0.00, 0.00, 0.00, 0.00, 0.00, 0.00, 0.00, 0.00, 0.00, 0.00, 0.00, 0.04, 0.00, 0.00, 0.00, 0.00, 0.03, 0.00, 0.00, 0.00, 0.00, 0.00, 0.00, 0.00, 0.00, 0.00, 0.00, 0.00, 0.00, 0.00, 0.00, 0.00, 0.00, 0.00, 0.00, 0.00, 0.00, 0.00, 0.00, 0.00, 0.00, 0.00, 0.00, 0.00, 0.00, 0.00, 0.00, 0.00, 0.00, 0.00, 0.00, 0.00, 0.00, 0.00, 0.00, 0.00, 0.00, 0.03, 0.00, 0.00, 0.00, 0.00, 0.00, 0.00, 0.00, 0.00, 0.00, 0.00, 0.00, 0.00, 0.00, 0.00, 0.00, 0.00, 0.00, 0.00, 0.00], "mol_weight_g_mol": 827.130, "spin_multiplicity": 6, "total_energy_ha": -3656.40522, "homo_ev": [-9.994, -9.994], "gap_ev": [7.756, 7.477], "total_charge": 1, "s2": 8.75, "e_above_lowest_kj_mol": 0.0}